Entry 1:
17
Properties=species:S:1:pos:R:3:mulliken_charge:R:1 method="wB97M-V/def2-TZVPD" mol_weight_g_mol=100.141 de_lowest_kcal_mol=65.1 gap_ev=6.51 energy_ha=-326.38153 total_charge=-1 homo_energy_ev=-2.7
C -2.870 0.989 0.463 -1.147
C -1.951 -0.128 0.465 -0.046
C -0.102 -1.633 -0.071 -1.055
C 3.663 1.022 -0.681 -0.625
C -0.958 -0.480 -0.320 0.191
N 2.634 0.177 -0.565 -0.330
O 2.571 -0.651 0.452 -0.594
H -2.644 1.718 -0.343 0.292
H -3.927 0.952 0.443 0.331
H -2.355 -0.891 1.184 0.179
H 0.958 -1.146 0.426 0.270
H 0.372 -2.213 -0.911 0.258
H -0.501 -2.247 0.702 0.321
H -2.650 1.527 1.448 0.224
H 4.458 1.041 0.012 0.345
H 3.699 1.744 -1.563 0.241
H -0.396 0.218 -1.139 0.145



Entry 2:
68
Properties=species:S:1:pos:R:3:mulliken_charge:R:1 method="wB97M-V/def2-TZVPD" mol_weight_g_mol=590.646 de_lowest_kcal_mol=271.4 smiles="NCc1c(N=C=O)ccc2nsnc12.Fc1ccccc1.Fc1ccccc1.Fc1ccccc1.Fc1ccccc1" gap_ev=6.58 energy_ha=-2326.45214 homo_energy_ev=-8.5
N 0.937 5.867 -5.252 -0.640
C -0.159 5.582 -6.300 -0.621
C -1.217 4.550 -5.527 0.142
C -0.928 2.946 -5.705 0.331
N 0.240 2.503 -6.572 -0.363
C -0.071 1.308 -7.229 0.571
O -0.025 0.001 -7.589 -0.446
C -1.935 1.899 -4.909 -0.355
C -3.182 2.490 -4.003 -0.526
C -3.372 4.140 -3.895 0.320
N -4.395 4.955 -3.132 -0.505
S -4.073 6.679 -3.374 0.206
N -2.683 6.747 -4.466 -0.493
C -2.411 5.240 -4.640 0.476
H 1.017 4.943 -4.745 0.299
H 0.438 6.486 -4.544 0.319
H -0.689 6.615 -6.551 0.331
H 0.281 5.092 -7.284 0.307
H -1.727 0.751 -5.042 0.250
H -3.917 1.776 -3.427 0.399
F -3.604 0.634 -1.867 -0.357
C -3.546 1.061 -0.598 0.214
C -2.847 2.225 -0.299 -0.205
C -2.791 2.673 1.020 -0.528
C -3.427 1.945 2.029 -0.474
C -4.122 0.775 1.720 -0.438
C -4.187 0.333 0.398 -0.279
H -2.352 2.773 -1.095 0.472
H -2.253 3.586 1.263 0.374
H -3.379 2.292 3.059 0.377
H -4.612 0.208 2.507 0.408
H -4.730 -0.569 0.139 0.454
F -1.446 -4.130 1.951 -0.284
C -1.288 -3.742 0.679 0.387
C -0.675 -4.600 -0.227 -0.377
C -0.515 -4.198 -1.553 -0.426
C -0.961 -2.937 -1.957 -0.672
C -1.571 -2.081 -1.039 -0.144
C -1.741 -2.487 0.285 -0.415
H -0.327 -5.572 0.106 0.431
H -0.044 -4.865 -2.271 0.361
H -0.832 -2.623 -2.990 0.389
H -1.914 -1.099 -1.354 0.243
H -2.221 -1.838 1.009 0.491
F 2.710 -2.985 4.214 -0.228
C 2.180 -4.210 4.331 0.405
C 0.856 -4.421 3.962 -0.553
C 0.305 -5.697 4.079 -0.363
C 1.083 -6.747 4.574 -0.528
C 2.409 -6.524 4.945 -0.361
C 2.963 -5.251 4.818 -0.377
H 0.265 -3.591 3.588 0.446
H -0.727 -5.874 3.786 0.397
H 0.652 -7.741 4.669 0.355
H 3.011 -7.342 5.334 0.354
H 3.995 -5.062 5.094 0.403
F 6.364 3.061 3.921 -0.308
C 5.835 1.836 4.038 0.167
C 4.510 1.625 3.669 -0.337
C 3.960 0.349 3.786 -0.591
C 4.737 -0.701 4.281 -0.188
C 6.064 -0.478 4.652 -0.483
C 6.617 0.796 4.525 -0.330
H 3.919 2.455 3.295 0.391
H 2.928 0.172 3.493 0.377
H 4.306 -1.695 4.376 0.583
H 6.666 -1.296 5.041 0.363
H 7.650 0.984 4.801 0.405



Entry 3:
17
Properties=species:S:1:pos:R:3:mulliken_charge:R:1 method="wB97M-V/def2-TZVPD" mol_weight_g_mol=103.140 de_lowest_kcal_mol=100.6 gap_ev=9.27 energy_ha=-350.96549 homo_energy_ev=-8.3
C 2.204 0.214 -0.290 -0.275
C 1.207 0.773 0.594 -0.394
C -0.812 -1.134 0.319 -0.492
C -2.118 -0.621 -0.093 -0.479
C -1.326 0.698 -0.407 -0.590
H 2.130 0.315 -1.519 0.172
H 3.168 0.565 -0.141 0.354
H 0.845 1.913 -0.009 0.220
H 1.513 1.049 1.785 0.268
H -0.234 -1.713 -0.318 0.302
H -0.775 -1.931 1.138 0.296
H -2.641 -1.095 -0.915 0.285
H -2.850 -0.457 0.706 0.236
H -1.829 1.739 -0.237 0.201
H -0.624 0.658 -1.198 0.448
N -0.285 0.220 0.626 -0.236
F 2.428 -1.194 -0.041 -0.317



Entry 4:
13
Properties=species:S:1:pos:R:3:mulliken_charge:R:1 method="wB97M-V/def2-TZVPD" mol_weight_g_mol=85.106 de_lowest_kcal_mol=60.4 smiles="C=C(C)O.C#N" gap_ev=9.41 energy_ha=-286.53544 homo_energy_ev=-8.5
C 0.425 -0.623 1.403 -0.928
C 0.457 -0.173 0.135 0.707
C 1.548 -0.468 -0.812 -0.992
O -0.600 0.465 -0.459 -0.566
H -0.532 -0.699 1.830 0.285
H 1.269 -1.130 1.854 0.295
H 2.073 -1.322 -0.351 0.277
H 1.015 -0.630 -1.726 0.310
H 2.236 0.349 -0.883 0.236
H -1.448 0.612 -0.050 0.362
C 0.094 3.121 0.509 0.118
N -0.458 2.571 1.358 -0.393
H 0.641 3.573 -0.249 0.290